1.
81
Properties=species:S:1:pos:R:3:forces:R:3 method="wB97M-V/def2-TZVPD" homo_energy_ev="-5.64 / -6.18" spin_multiplicity=2 energy_ev=-171834.55331 relative_energy_ev=2.993 charge=-1
Sb 0.0517 -1.2853 4.2108 -0.5 -0.9 0.6
Sb -0.7157 1.3864 3.7271 -0.1 0.0 0.2
Se -0.1637 2.0313 -0.2678 0.0 0.2 -0.1
Mg 0.6138 -1.6120 1.2170 0.7 0.2 -1.0
F -2.3331 -3.2307 0.4560 0.0 0.0 0.1
F -0.5611 -5.2496 -2.4922 0.0 0.0 0.0
F 2.7101 1.9977 2.8561 0.1 0.0 0.0
F -1.2415 -0.6247 5.5218 0.1 0.1 0.1
F 3.3135 -1.9310 1.1898 0.0 0.0 0.0
F 2.7907 2.7559 0.8418 0.0 0.0 0.0
F 1.3389 -4.2504 -2.3431 0.0 0.0 0.0
F -0.9002 -4.5485 1.3779 0.0 -0.1 0.0
F -2.0283 -5.2147 -0.3386 0.0 0.0 0.0
F -0.9493 -0.9963 1.9867 0.0 0.1 0.5
F 5.0267 -0.6150 1.2744 0.0 0.0 0.0
F 3.7260 -0.7875 2.9861 0.0 0.0 0.0
F 1.5185 -0.1979 4.8395 0.1 0.0 -0.2
F -1.2654 -2.6164 3.9225 -0.1 0.1 -0.1
F 0.7199 -2.4646 5.5332 0.0 0.0 0.0
F 0.7810 -5.7339 -0.8677 0.0 0.0 0.0
F 1.1382 -2.3489 2.9541 0.0 0.5 0.2
F 4.5615 1.9277 1.7705 0.0 0.0 0.0
O 0.7962 -3.1366 0.0255 -0.5 -0.2 0.4
O 1.5364 0.1298 1.5952 0.1 -0.1 -0.3
N -1.7989 1.4474 0.0541 0.1 0.0 0.0
N -0.6752 3.2198 -1.4825 0.0 -0.1 0.0
N 0.8455 -0.8665 -0.8487 0.0 0.0 -0.2
C -2.6083 2.1156 -0.7499 -0.1 -0.1 0.0
C -1.9449 -2.7229 -2.4155 -0.1 0.0 0.0
C 4.0817 0.8362 -1.0031 0.0 0.0 0.0
C 4.4037 0.7239 -2.3519 0.0 0.0 0.0
C -1.3889 -4.1518 0.2096 0.1 0.0 0.0
C -3.6784 -2.0817 -4.1186 0.0 0.0 0.0
C -0.6447 -0.3177 -2.6700 -0.1 0.0 0.0
C 3.7408 -0.7406 1.6577 0.0 0.0 0.1
C -2.4480 -1.7817 -3.3059 0.0 0.0 0.0
C 3.2284 1.7613 1.6483 -0.1 -0.1 0.1
C -0.3051 2.1620 5.6613 -0.1 0.1 0.0
C -2.8011 3.8522 -2.5116 0.0 0.0 0.0
C 0.3150 -4.7225 -1.6090 0.1 0.1 0.0
C -4.1337 3.6133 -2.5490 0.0 0.0 0.0
C -1.7730 -0.5751 -3.4279 0.0 0.0 0.0
C 5.6663 1.3280 -2.8967 0.0 0.0 0.0
C -0.2416 -3.5747 -0.7106 0.1 0.0 -0.2
C 2.3858 -0.5331 -2.6724 0.0 0.0 0.0
C -4.0216 1.8977 -0.8245 0.0 0.0 0.0
C -1.9874 3.0976 -1.6059 0.0 0.0 0.0
C -0.8218 -2.4889 -1.6358 0.0 0.0 -0.1
C 2.9337 0.2976 -0.4407 0.2 0.0 0.0
C 2.0214 -0.3805 -1.3098 -0.1 0.1 0.1
C -4.7476 2.6264 -1.7048 0.0 0.0 0.0
C 3.5403 0.0057 -3.1790 0.0 0.0 0.0
C 2.7736 0.3575 1.1075 -0.1 0.1 -0.1
C -0.3723 3.2743 2.7915 0.0 -0.1 -0.2
C -0.1685 -1.2503 -1.7431 0.1 0.0 0.1
C -2.8233 1.2559 3.5914 0.0 0.0 0.0
H -3.9265 -1.2489 -4.7765 0.0 0.0 0.0
H 5.4468 2.0365 -3.6982 0.0 0.0 0.0
H 3.7853 -0.1328 -4.2261 0.0 0.0 0.0
H -4.7608 4.1735 -3.2313 0.0 0.0 0.0
H -3.0476 0.2892 3.1465 0.0 0.0 0.0
H -0.5082 3.9786 3.6122 0.0 0.0 0.0
H 0.6236 3.3744 2.3721 0.0 0.0 0.0
H -2.4522 -3.6762 -2.3245 0.0 0.0 0.0
H -3.2091 2.0554 2.9610 0.0 0.0 0.0
H -1.1261 3.4427 2.0268 0.0 0.0 0.0
H -3.2392 1.3115 4.5956 0.0 0.0 0.0
H -2.1370 0.1828 -4.1128 0.0 0.0 0.0
H -4.5381 -2.2706 -3.4728 0.0 0.0 0.0
H -4.4658 1.1415 -0.1910 0.0 0.0 0.0
H 4.7839 1.3578 -0.3682 0.0 0.0 0.0
H 0.6866 2.6117 5.6336 0.0 0.0 0.0
H 6.2187 1.8546 -2.1197 0.0 0.0 0.0
H 6.3180 0.5572 -3.3136 0.0 0.0 0.0
H -3.5332 -2.9703 -4.7359 0.0 0.0 0.0
H -0.1415 0.6369 -2.7600 0.0 0.0 0.0
H 1.7333 -1.1126 -3.3098 0.0 0.0 0.0
H -0.3279 1.3567 6.3861 0.0 0.0 0.0
H -2.3331 4.5953 -3.1434 0.0 0.0 0.0
H -1.0513 2.9203 5.9043 0.0 0.0 0.0
H -5.8153 2.4657 -1.7856 0.0 0.0 0.0

=====

2.
51
Properties=species:S:1:pos:R:3:forces:R:3 method="wB97M-V/def2-TZVPD" homo_energy_ev="-13.31 / -13.27" spin_multiplicity=2 energy_ev=-95195.38344 charge=+2
Yb -1.0718 0.4053 -4.4616 -0.2 -0.3 0.5
I 1.8802 1.2182 -0.1409 -0.4 1.2 0.1
I 1.5923 -1.6666 -0.7702 0.5 -0.6 -1.3
Cl 0.8550 -0.1169 -5.8651 0.3 0.0 0.1
P 3.4012 -0.1598 -2.0025 0.9 -0.1 -0.1
P -2.7997 -0.2090 -1.9126 -1.0 -0.3 -0.6
N 0.4517 -0.6269 3.6524 -0.7 1.0 -0.8
N -1.1668 1.1139 3.2719 0.0 -0.8 -1.0
N -0.4057 -0.0882 1.4453 0.5 -0.4 0.2
C 0.8635 0.0200 4.9056 -0.2 0.1 -0.2
C -0.3512 0.0944 2.7301 0.8 -0.6 0.4
C 3.5984 1.3327 -3.0636 -0.7 -0.1 0.6
C 4.7485 -0.2246 -0.8194 0.1 0.1 -0.1
C 3.8788 -1.4315 -3.2126 -0.8 -0.3 0.2
C 1.4727 -1.5114 3.1202 -0.3 -0.3 0.1
C -3.5957 -1.5997 -2.8402 0.2 -0.1 -0.1
C -3.4735 1.2078 -2.9233 -0.5 0.0 0.1
C -2.2048 0.6007 4.1743 -0.1 0.5 0.5
C -4.1215 -0.1540 -0.6384 0.2 0.1 1.2
C -1.6963 1.9435 2.1830 -0.2 -0.1 -0.6
H 4.6593 -1.1649 -0.2867 0.2 -0.1 0.1
H -3.8451 -0.8303 0.2034 -0.2 0.6 -0.5
H 1.8569 0.4660 4.7912 -0.1 0.1 0.0
H -5.0856 -0.5009 -1.0463 0.5 0.2 0.0
H -1.7895 -0.2261 4.7602 -0.3 0.2 -0.1
H 2.3650 -0.9538 2.8003 0.0 0.0 0.0
H -3.0972 0.2633 3.6251 0.2 -0.1 0.0
H 5.6794 -0.1901 -1.3974 -0.1 -0.1 0.2
H 4.8794 -1.1878 -3.5581 0.1 0.1 -0.1
H -4.6839 -1.4384 -2.9879 0.7 0.0 0.0
H 1.0728 -2.0503 2.2580 0.1 -0.1 0.2
H 3.1810 -1.4350 -4.0573 0.1 -0.1 0.1
H -2.4680 2.6298 2.5552 0.4 -0.1 0.1
H 3.8690 -2.4034 -2.7162 0.1 0.0 -0.2
H -4.2395 0.8760 -0.2575 0.1 -0.5 0.0
H -3.4600 -2.5058 -2.2265 0.0 0.2 -0.5
H 3.3130 2.2333 -2.5187 0.2 -0.1 -0.2
H -2.5129 1.4184 4.8489 0.1 -0.4 -0.2
H 0.2768 -0.7448 1.0542 -0.5 0.3 1.1
H -4.5519 1.0407 -3.1021 0.5 0.2 -0.1
H -3.3609 2.0863 -2.2775 0.0 0.1 -0.4
H 4.6804 0.6024 -0.1208 0.2 0.0 0.0
H 0.1371 0.7879 5.1816 0.4 -0.2 0.0
H 1.7745 -2.2560 3.8808 -0.2 0.4 -0.3
H 2.9772 1.2122 -3.9504 0.1 0.0 -0.1
H -3.0190 1.4277 -3.9168 -0.5 0.2 0.4
H -3.1002 -1.7325 -3.8184 -0.3 -0.4 0.2
H 4.6585 1.3506 -3.3271 0.0 -0.1 -0.1
H -0.8469 2.4821 1.7369 -0.4 0.1 0.2
H 0.9370 -0.7247 5.6955 -0.1 -0.1 0.0
H -2.1116 1.3201 1.3420 0.1 0.5 0.9

=====

3.
38
Properties=species:S:1:pos:R:3:forces:R:3 method="wB97M-V/def2-TZVPD" homo_energy_ev="-8.42 / -8.33" spin_multiplicity=2 energy_ev=-66750.98582 relative_energy_ev=0.000
Co 1.0841 0.1968 0.3637 -0.1 0.0 -0.5
P -0.7467 -0.3320 -0.8602 -0.1 0.0 0.2
O 4.0350 1.8250 2.4518 0.1 0.0 0.0
O 1.2526 -1.6440 0.6231 0.0 0.0 0.1
O 2.4809 -3.1718 1.6898 0.0 0.0 0.0
N 2.5123 0.3691 1.5184 0.1 0.1 0.0
N 1.4025 2.1453 0.0058 0.0 0.1 0.2
C 2.2364 -2.0179 1.4248 0.0 0.0 0.0
C -2.4384 1.9121 -0.6077 0.0 0.0 0.0
C 3.0726 -0.8713 1.9941 0.0 0.0 0.0
C -1.6134 -2.1746 -2.8662 0.0 0.0 0.0
C -1.8412 -1.2924 0.2562 0.0 0.0 -0.1
C 3.0544 1.5608 1.7704 -0.2 0.0 0.1
C -1.8564 -0.7813 1.6951 0.0 0.0 0.0
C 2.2209 2.6837 1.1333 0.0 0.0 0.0
C -1.8161 0.9502 -1.6168 0.0 0.0 0.0
C -0.4066 -1.4825 -2.2394 0.1 0.0 0.0
H -1.4344 -2.3060 0.2422 0.0 0.0 0.0
H 2.8747 3.4949 0.8166 0.0 0.0 0.0
H 0.1537 -0.9221 -2.9933 0.0 0.0 0.0
H -1.6901 2.3567 0.0534 0.0 0.0 0.0
H -1.2851 -2.8719 -3.6371 0.0 0.0 0.0
H -2.9596 2.7233 -1.1159 0.0 0.0 0.0
H 1.9601 2.1841 -0.8424 0.0 0.0 0.0
H 3.0708 -0.9396 3.0843 0.0 0.0 0.0
H 1.5408 3.0699 1.8931 0.0 0.0 0.0
H -1.1946 1.4943 -2.3346 0.0 0.0 0.0
H -3.1630 1.4015 0.0253 0.0 0.0 0.0
H -2.2245 0.2421 1.7705 0.0 0.0 0.0
H -2.1745 -2.7466 -2.1275 0.0 0.0 0.0
H -2.8503 -1.3322 -0.1634 0.0 0.0 0.0
H -0.8534 -0.8153 2.1220 0.0 0.0 0.0
H 0.5960 2.7354 -0.1658 0.0 0.0 0.0
H -2.6021 0.4581 -2.1933 0.0 0.0 0.0
H 4.1078 -1.0106 1.6703 0.0 0.0 0.0
H -2.4968 -1.4102 2.3137 0.0 0.0 0.0
H 0.2871 -2.2139 -1.8171 0.0 0.0 0.0
H -2.2961 -1.4669 -3.3373 0.0 0.0 0.0

=====

4.
157
Properties=species:S:1:pos:R:3:forces:R:3 method="wB97M-V/def2-TZVPD" homo_energy_ev=-8.39 spin_multiplicity=1 energy_ev=-70958.55959 smiles=CC1(C)CCCC(C)(C)N1O.CC1(C)CCCC(C)(C)N1O.COC[C@H](C)N.COC[C@H](C)N.COC[C@H](C)N.COC[C@H](C)N.COC[C@H](C)N.CC(C)O
O 16.3716 13.1361 12.3660 0.0 -0.8 0.2
O 11.3437 17.0210 10.5768 0.8 0.8 1.0
O 17.3867 12.9126 21.4881 -0.3 -0.9 -0.2
O 20.5100 9.4330 14.5035 -1.6 0.6 -0.2
O 13.8713 19.9293 15.3525 -0.7 0.0 -0.3
O 12.9210 12.7046 14.0071 -1.4 0.1 -0.1
O 18.7887 14.2066 17.7375 -1.9 0.2 0.0
O 17.0485 11.5641 9.7558 -1.8 0.4 0.5
N 17.7019 10.4204 14.5261 -1.0 1.6 -0.1
N 16.4928 11.1780 8.4924 -0.9 0.0 -0.3
N 12.1042 19.7380 12.0762 -1.7 -0.3 -0.3
N 11.6794 15.6862 10.9717 -1.9 0.0 -0.9
N 15.6785 11.1714 19.8279 0.0 0.5 -1.0
N 14.3829 15.0476 13.8739 0.3 -0.1 1.0
N 20.0963 10.8681 17.0846 1.0 0.0 -1.3
C 18.0671 9.2602 8.3006 0.1 -0.1 -1.0
C 16.6218 9.2907 20.9860 -0.9 0.1 0.0
C 12.7822 11.4027 13.5278 -1.5 -0.4 -1.4
C 19.7257 9.6904 13.3194 0.3 -1.5 -0.1
C 17.3350 9.1986 12.5170 0.4 -1.2 -0.2
C 12.6784 15.1662 10.0245 0.1 0.6 0.0
C 15.9140 9.2487 6.9669 -1.8 2.8 0.9
C 13.9999 15.7759 10.4146 1.8 -1.2 -2.2
C 16.1241 11.6724 6.1525 -2.1 -1.6 1.7
C 20.0862 12.2909 17.2328 -0.3 0.9 0.3
C 12.8233 13.6927 10.2867 -0.2 -2.0 0.2
C 18.2731 9.4470 13.6678 0.5 -1.1 0.8
C 13.1907 15.0248 16.1056 -0.8 -0.4 -2.2
C 16.3299 10.7682 21.0709 0.1 1.0 -0.4
C 12.8228 19.6642 14.3982 0.6 0.8 -0.1
C 16.1501 13.4893 7.8678 -0.2 -0.4 -0.3
C 10.3329 14.9798 11.0170 0.4 -0.4 1.3
C 17.7268 14.7471 11.2773 1.5 1.3 -0.3
C 14.1843 14.3334 15.2177 0.2 -0.2 -2.0
C 18.4954 13.6774 21.8483 0.0 -1.1 2.0
C 17.4436 14.7223 17.9364 1.3 0.5 1.3
C 10.5363 13.4365 11.1793 -1.6 1.5 0.6
C 16.6119 9.7220 8.2964 -0.2 -1.6 0.9
C 15.8399 8.9479 9.4468 -0.6 1.0 0.7
C 17.6358 11.5164 21.3931 -1.4 0.4 1.7
C 18.6539 12.8025 17.4285 1.3 1.2 0.5
C 12.3507 15.4525 8.5409 0.1 0.3 -0.6
C 20.7202 13.0082 16.0357 0.5 -1.0 -0.3
C 16.8257 12.1584 7.4112 -0.7 0.2 0.8
C 9.6399 15.4981 12.3100 0.7 0.9 0.3
C 13.1977 20.0975 12.9495 -0.3 -2.2 0.5
C 13.4074 20.3258 16.6349 2.0 0.0 0.5
C 9.3728 15.2524 9.8346 0.7 0.5 2.2
C 18.2846 12.3886 7.1708 1.5 -1.3 0.1
C 13.4914 21.5467 12.8213 -0.8 -0.5 -0.4
C 11.4892 12.8829 10.2176 1.8 0.2 -1.5
C 13.9201 12.8247 14.9561 1.9 1.5 -1.7
C 16.2364 10.1946 5.7703 1.8 -0.6 0.7
C 17.9751 14.3289 13.8285 -1.2 0.2 -0.5
C 21.7292 10.0462 14.3851 1.7 1.2 1.3
C 17.6286 13.7632 12.4545 0.2 1.1 -1.0
H 16.5106 14.3631 7.3180 0.0 -0.2 -0.2
H 15.0692 13.3676 7.6593 0.4 0.3 0.5
H 12.5100 20.8652 16.5830 -1.6 0.6 -0.2
H 14.8715 12.4304 14.4524 -0.9 0.2 1.2
H 13.6594 12.3473 15.8733 0.0 -0.7 0.8
H 20.0872 8.9244 12.6103 -0.3 0.5 -0.4
H 12.6424 14.5960 7.9206 0.5 0.3 0.0
H 14.9878 15.8628 14.0529 -0.6 -0.4 -0.2
H 15.0766 11.9973 19.8273 0.3 -0.4 0.8
H 20.2046 12.7161 15.1070 -0.1 0.0 0.2
H 11.2182 20.0063 12.5294 0.4 0.0 -0.5
H 10.8224 13.2315 12.1947 0.4 0.0 0.6
H 12.3132 15.0813 15.4671 -0.6 0.1 0.1
H 12.7957 10.6137 14.2979 0.0 0.4 -0.1
H 10.1081 15.1473 13.2534 0.2 0.2 -0.7
H 17.2632 10.0224 5.4172 0.1 -0.2 0.2
H 18.9570 14.7751 13.8250 0.3 0.3 -0.1
H 13.2556 13.5395 11.3132 -0.3 0.1 -0.8
H 12.7789 16.4130 8.1112 -0.4 -1.2 0.7
H 18.1868 10.5704 15.3869 0.4 0.1 0.3
H 19.9224 10.6897 12.9783 0.1 0.6 -0.4
H 17.4443 9.9530 11.7565 -0.3 0.6 -0.2
H 15.6892 8.7604 20.9013 -0.5 -0.2 0.0
H 16.3072 8.9547 10.4482 0.2 0.1 -0.9
H 17.5543 11.3096 14.0195 0.1 -0.6 0.5
H 16.3509 13.6923 8.9301 -0.3 -0.2 -0.4
H 17.6568 8.2630 12.0429 -0.2 0.1 -0.1
H 18.4235 8.5250 14.2501 -0.7 -0.1 0.0
H 9.5901 16.6175 12.3445 0.2 -0.9 -0.2
H 16.3818 12.2556 5.3314 0.4 1.3 -1.4
H 20.5906 14.1078 16.1485 0.7 -0.8 0.0
H 18.0638 14.5820 22.1827 0.1 1.3 0.1
H 13.2889 19.4849 17.3325 0.0 0.0 -0.2
H 15.6628 9.9976 4.8783 -0.6 -0.1 -0.1
H 12.6219 22.1421 13.0535 -0.4 0.2 0.0
H 20.6778 12.6321 18.1277 -0.6 -0.4 -0.5
H 18.2232 12.3093 18.2910 -0.3 -0.3 0.3
H 18.6596 15.4269 11.2743 -1.3 -1.1 0.3
H 18.4293 9.5323 7.3059 0.4 -0.4 0.0
H 15.6254 7.9015 9.2198 0.3 0.0 -0.4
H 19.6578 10.3058 17.7855 -0.2 -0.2 -0.1
H 16.3790 11.4307 19.1461 0.2 -0.3 -0.3
H 17.1117 8.9434 21.8673 0.6 -0.4 0.6
H 8.6239 15.1645 12.3773 -0.7 -0.4 -0.2
H 16.9479 14.1111 18.6779 -0.3 -0.3 0.2
H 16.2326 11.8655 10.2950 2.0 -0.6 -1.1
H 13.5177 11.1946 12.7616 0.8 -0.2 0.0
H 18.6887 9.8009 8.9889 0.1 0.2 0.6
H 11.1504 17.0903 9.6329 0.1 -0.5 -0.1
H 13.5082 13.2301 9.5355 -0.2 0.5 0.6
H 14.8420 9.3941 9.6683 0.5 0.0 -0.6
H 16.9061 14.7165 17.0357 -0.8 -0.3 -1.5
H 18.7871 12.5621 8.1334 0.0 -0.1 -0.3
H 16.8727 15.4121 11.2372 -0.3 0.3 0.2
H 18.0412 11.0927 22.3523 -0.2 0.5 -0.5
H 11.7672 11.8401 10.3560 -0.3 -0.2 0.3
H 14.1801 16.8010 10.1482 -0.4 0.7 0.4
H 12.9044 14.4844 16.9491 -0.2 -1.0 1.6
H 11.8922 20.1420 14.7058 -0.1 0.6 0.0
H 21.7071 11.0841 14.0075 -0.3 -0.3 -0.1
H 17.2098 15.1268 14.0111 0.7 -0.7 0.5
H 20.1601 10.5207 16.1129 -0.4 -0.1 1.3
H 18.7402 11.4893 6.6730 -0.2 0.8 0.6
H 14.7579 15.2410 9.7801 -0.5 0.4 0.1
H 21.7622 12.5659 15.9147 -1.0 1.3 0.2
H 15.6007 11.0187 21.8374 0.1 -0.3 0.5
H 11.8215 11.3465 12.9241 0.8 0.1 1.1
H 9.7109 14.7183 8.9990 0.0 -0.5 -1.4
H 12.5365 18.6315 14.3481 0.3 -1.0 0.2
H 14.2178 21.7347 13.5290 1.8 1.0 1.4
H 18.3104 13.0154 12.1940 1.3 -1.5 -0.1
H 16.2842 9.0608 12.8467 0.7 0.4 -0.1
H 14.3271 15.4480 11.3711 -0.1 0.4 1.2
H 18.3630 11.3811 20.6575 1.3 -0.6 -1.5
H 13.8300 21.7704 11.8372 0.3 0.3 -0.7
H 14.0371 19.4284 12.6523 -0.1 0.8 0.1
H 17.3682 15.7659 18.3118 0.9 -0.6 -0.2
H 13.5153 15.3998 13.4515 0.2 -0.3 0.4
H 22.1955 10.1264 15.3858 -0.2 -0.2 -0.4
H 16.0450 8.1693 6.8447 0.1 0.4 -0.2
H 18.2050 8.1781 8.4603 -0.2 0.4 -0.1
H 11.2791 15.4534 8.3761 -0.1 0.4 0.0
H 11.0988 12.9238 9.1890 0.0 0.1 0.1
H 15.0490 11.7986 6.3884 0.3 0.2 -0.4
H 13.4019 16.0244 16.3548 0.8 1.2 0.4
H 9.5099 13.0811 11.0730 0.1 -0.5 0.0
H 14.1310 21.0511 17.0984 -0.3 -0.8 -0.5
H 9.3440 16.3350 9.7268 -0.5 -0.2 -0.5
H 19.0584 13.2365 22.6971 -0.6 0.0 0.2
H 18.5087 13.2138 6.5076 -0.3 0.4 -0.1
H 22.3906 9.4877 13.7710 0.8 -0.6 -0.8
H 17.1592 9.0273 20.0904 0.6 0.1 -0.3
H 8.4300 14.8705 10.1957 -0.5 0.0 -0.4
H 11.9787 18.7565 11.7923 0.5 0.5 0.4
H 18.0055 13.5198 14.5748 -0.4 0.5 -0.1
H 17.7290 14.2308 10.3054 0.1 -0.1 0.5
H 18.0129 12.6343 16.5558 0.1 0.0 -0.1
H 19.2876 13.7827 21.1649 0.6 0.4 -1.9
H 15.7160 13.8215 12.4746 -0.9 0.5 0.4
H 15.1668 14.2937 15.6108 1.1 0.3 0.8
H 14.8226 9.5008 7.2338 1.1 -0.9 -0.6

=====

5.
11
Properties=species:S:1:pos:R:3:forces:R:3 method="wB97M-V/def2-TZVPD" homo_energy_ev="-25.16 / -26.08" spin_multiplicity=2 energy_ev=-13712.47398 relative_energy_ev=2.575 charge=+3
Mg 2.7634 0.2057 2.0129 -0.1 0.6 0.4
O 1.9896 -2.5731 -1.2879 1.6 2.2 -1.0
O 1.0938 0.5342 1.0194 3.3 -0.2 1.3
C -0.3309 0.4771 1.1197 -1.7 0.1 -0.7
C 0.4647 -0.8738 -0.8711 -1.5 -1.0 0.7
C 0.3679 0.4133 -0.1971 -2.0 0.6 -0.3
C 1.6293 -1.4875 -1.2825 -0.2 -4.8 -0.2
H -0.7099 -0.4389 1.5738 0.0 0.2 -0.1
H 0.3725 1.3122 -0.8175 0.1 -0.1 0.0
H -0.2025 -1.8550 -0.7483 0.3 2.5 -0.3
H -0.8016 1.4264 1.3752 0.1 -0.2 0.1

=====

6.
18
Properties=species:S:1:pos:R:3:forces:R:3 method="wB97M-V/def2-TZVPD" homo_energy_ev="-6.58 / -6.58" spin_multiplicity=1 energy_ev=-24390.73759 relative_energy_ev=2.663
P -0.4418 -2.0723 0.0951 -1.2 3.1 1.8
P 2.3021 -0.5740 -0.1820 -1.0 0.3 -0.1
N -0.8919 -0.2650 -0.2248 0.2 -2.0 -0.6
C 1.2224 -1.6636 0.8757 -0.1 -0.2 1.5
C -0.0573 0.4186 -1.0258 2.3 -1.7 -0.4
C 0.0567 1.8650 -1.0478 2.7 0.3 0.0
C -1.8003 0.2524 0.8088 0.1 -0.6 0.7
H -2.1222 1.3290 0.8055 0.1 -1.2 -0.9
H 1.1340 -1.1945 1.9463 -0.3 -1.1 -2.0
H -0.8332 2.3024 -1.2722 -2.8 1.4 -0.8
H -0.0194 -2.3083 -1.1572 0.8 -0.2 -1.6
H 0.3906 2.2852 -0.1259 0.2 0.3 0.9
H 1.5240 -2.7473 1.0202 0.4 1.2 -0.1
H 0.3716 -0.0093 -1.9592 -1.2 -0.4 1.0
H 0.8050 2.1767 -1.7989 -0.4 -0.2 0.3
H 2.2903 0.5707 0.6645 0.1 -0.2 0.1
H -1.3356 0.1708 1.8078 0.0 -0.2 -0.2
H -2.5951 -0.5363 0.7698 0.0 1.5 0.4